Model A:
The following is a DFT calculation (ωB97M-V/def2-TZVPD) of one molecule with the formula C16H26N6O5S.

Structure (XYZ):
```
54
Properties=species:S:1:pos:R:3:nbo_charge:R:1
C -2.436 -0.812 -5.238 -0.7496
S -0.910 -0.716 -4.276 0.1770
C 0.012 0.722 -4.936 -0.2361
C 0.479 1.671 -3.825 0.6664
O 1.421 2.422 -4.024 -0.6452
N -0.233 1.686 -2.679 -0.6133
C 0.179 2.507 -1.560 -0.2390
C 1.282 1.856 -0.752 -0.0698
O 0.778 0.646 -0.223 -0.5608
C 1.764 -0.102 0.462 -0.0691
C 1.142 -1.392 0.949 -0.2335
N 0.050 -1.174 1.889 -0.4233
C -1.297 -1.174 1.345 -0.4079
C 0.380 -0.924 3.176 0.6732
O 1.539 -0.870 3.554 -0.6323
C -0.775 -0.666 4.147 -0.3145
N -0.329 -0.628 5.518 -0.1736
C 0.645 0.091 6.101 0.2114
N 0.681 -0.166 7.388 -0.4913
C -0.314 -1.083 7.542 0.1799
C -0.654 -1.692 8.866 0.6313
N 0.146 -1.246 9.865 -0.8125
O -1.552 -2.493 9.009 -0.5866
N -0.949 -1.392 6.435 -0.2270
C 1.169 0.313 -5.889 -0.4360
C 0.303 0.678 -7.104 0.1009
O -0.318 -0.438 -7.728 -0.7192
C -0.625 1.458 -6.150 -0.4206
H -2.928 -1.719 -4.887 0.2363
H -3.091 0.035 -5.041 0.2156
H -2.242 -0.898 -6.303 0.2367
H -0.890 0.937 -2.530 0.4173
H 0.530 3.465 -1.943 0.2302
H -0.689 2.681 -0.924 0.2037
H 2.146 1.660 -1.398 0.1830
H 1.601 2.526 0.057 0.1728
H 2.600 -0.335 -0.211 0.1754
H 2.158 0.468 1.311 0.1854
H 0.743 -1.950 0.101 0.2067
H 1.910 -1.992 1.434 0.2356
H -2.035 -0.960 2.110 0.2078
H -1.379 -0.419 0.563 0.2185
H -1.529 -2.152 0.916 0.2017
H -1.266 0.273 3.882 0.2256
H -1.517 -1.459 4.104 0.2544
H 1.293 0.754 5.556 0.2229
H 0.876 -0.584 9.668 0.4163
H 0.002 -1.601 10.793 0.4032
H 2.007 0.996 -5.764 0.2545
H 1.514 -0.720 -5.825 0.2117
H 0.773 1.264 -7.892 0.1791
H -0.117 -1.226 -7.214 0.4707
H -1.695 1.363 -6.314 0.2216
H -0.351 2.512 -6.111 0.2344
```

Properties
**Structure (SMILES)**: CS[C@]1(C(=O)NCCOCCN(C)C(=O)Cn2cnc(C(N)=O)n2)C[C@H](O)C1
**Total charge**: 0
**LUMO energy**: 0.0099 hartree
**Kohn-Sham gap**: 9.3589 eV
**Molecular weight**: 414.5 g/mol

---

Model B:
The following is a DFT calculation (ωB97M-V/def2-TZVPD) of one molecule with the formula C16H26N6O5S.

Structure (XYZ):
```
54
Properties=species:S:1:pos:R:3:nbo_charge:R:1
C 0.613 5.239 -4.236 -0.7545
S 1.340 4.738 -2.670 0.2209
C 2.282 3.257 -3.133 -0.2564
C 2.966 2.712 -1.878 0.6840
O 4.104 2.277 -1.901 -0.6294
N 2.197 2.683 -0.764 -0.6177
C 2.636 1.974 0.421 -0.2377
C 2.469 0.476 0.282 -0.0715
O 1.090 0.198 0.132 -0.5619
C 0.837 -1.168 -0.135 -0.0677
C -0.658 -1.372 -0.231 -0.2338
N -1.340 -1.095 1.027 -0.4262
C -1.919 0.227 1.211 -0.4129
C -1.456 -2.109 1.913 0.6734
O -0.955 -3.206 1.733 -0.6293
C -2.234 -1.801 3.194 -0.3143
N -2.601 -3.004 3.898 -0.1742
C -1.837 -4.005 4.369 0.2122
N -2.591 -4.911 4.945 -0.4909
C -3.846 -4.408 4.784 0.1805
C -5.068 -5.112 5.284 0.6312
N -4.779 -6.290 5.887 -0.8119
O -6.186 -4.662 5.157 -0.5872
N -3.898 -3.255 4.156 -0.2272
C 1.554 2.081 -3.846 -0.4312
C 2.818 1.898 -4.710 0.0979
O 2.664 1.580 -6.071 -0.6966
C 3.270 3.317 -4.315 -0.4218
H -0.011 6.101 -4.003 0.2415
H 1.368 5.548 -4.956 0.2157
H -0.023 4.466 -4.665 0.2122
H 1.229 2.948 -0.846 0.4108
H 3.686 2.206 0.598 0.2294
H 2.052 2.332 1.269 0.2062
H 3.026 0.120 -0.592 0.1840
H 2.866 -0.030 1.172 0.1739
H 1.312 -1.464 -1.080 0.1752
H 1.245 -1.797 0.664 0.1837
H -1.075 -0.710 -0.991 0.2042
H -0.857 -2.404 -0.517 0.2386
H -1.935 0.509 2.261 0.2065
H -1.288 0.947 0.696 0.2276
H -2.935 0.287 0.812 0.1981
H -1.626 -1.159 3.836 0.2269
H -3.166 -1.283 2.985 0.2539
H -0.767 -4.029 4.252 0.2215
H -3.827 -6.607 5.946 0.4166
H -5.536 -6.844 6.246 0.4034
H 1.209 1.254 -3.225 0.2169
H 0.721 2.440 -4.454 0.2062
H 3.484 1.146 -4.293 0.1991
H 2.115 2.253 -6.485 0.4586
H 2.945 4.040 -5.065 0.2002
H 4.316 3.473 -4.067 0.2431
```

Properties
**Structure (SMILES)**: CS[C@]1(C(=O)NCCOCCN(C)C(=O)Cn2cnc(C(N)=O)n2)C[C@H](O)C1
**Total charge**: 0
**LUMO energy**: 0.0102 hartree
**Kohn-Sham gap**: 9.3963 eV
**Molecular weight**: 414.5 g/mol

---

The most stable arrangement is model B, and the next structure is 3.4 kcal/mol less stable.